Computed, not measured: a structure of composition C51H54CaN4O5P2S in a non-equilibrium geometry, with the ωB97M-V functional and the def2-TZVPD basis.

Results
E_HOMO, Ha: -0.249
Energy relative to the best compared isomer or geometry (same formula, charge and spin), kJ/mol: 402.5
Kohn-Sham gap, hartree: 0.243
F_max, eV/Å: 4.2
Lowest unoccupied orbital energy, eV: -0.158
Energy, eV: -117810.0390

The geometry in ORCA input format:
```
! RIJCOSX wB97M-V def2-TZVPD def2/J DEFGRID3
* xyz 0 1
Ca 11.85737 9.49152 17.48007
C 12.12319 8.52985 13.95153
N 12.75928 8.72708 15.26332
C 14.00243 9.14317 15.39144
C 14.69744 9.22192 16.62068
C 16.07259 9.66790 16.77044
C 16.43879 9.28054 18.07410
C 15.27508 8.69876 18.67534
N 14.24891 8.71948 17.80690
C 12.99610 8.03941 12.83478
C 13.83292 8.88893 12.09933
C 14.69056 8.38299 11.10557
C 14.52565 7.02984 10.67331
C 13.64814 6.22886 11.32855
C 12.88117 6.74174 12.41112
H 11.61753 9.49924 13.68000
H 11.41182 7.69635 14.13390
H 14.63354 9.29330 14.46926
H 16.68713 10.09202 15.98240
H 17.30471 9.43566 18.64323
H 15.16502 8.29832 19.67560
H 13.93048 9.95815 12.41567
H 15.41223 9.09376 10.60258
H 15.19234 6.66803 9.86642
H 13.40396 5.21913 11.03443
H 12.27553 6.05668 13.01078
C 12.25146 16.60685 8.21242
S 10.96534 15.90821 9.31110
C 12.00011 15.05834 10.58186
C 11.19908 13.92372 11.28843
C 11.77870 13.24651 12.59343
N 11.59391 13.95123 13.89886
P 12.97544 14.20919 14.82650
C 14.58857 13.84550 14.12460
C 15.07935 12.58341 14.48925
C 16.25944 12.11451 13.90419
C 16.87633 12.90683 12.91540
C 16.43669 14.16954 12.65581
C 15.23408 14.64552 13.23377
C 13.05088 16.05312 14.70003
C 13.78888 16.66463 15.75129
C 14.05643 17.99872 15.70689
C 13.75353 18.78147 14.58146
C 12.90477 18.22602 13.62996
C 12.47433 16.88529 13.74485
P 9.72575 13.90145 14.85677
C 8.92127 15.02588 13.73683
C 7.89490 14.32074 13.04968
C 7.02445 14.90816 12.16784
C 7.13506 16.27160 11.96324
C 7.87260 17.05400 12.88943
C 8.84273 16.41132 13.70266
C 9.53149 15.06189 16.24723
C 8.32958 15.73548 16.40342
C 8.21672 16.73789 17.32537
C 9.04391 16.72077 18.44246
C 10.11840 15.79519 18.50967
C 10.41901 15.11655 17.30592
H 11.75736 17.22250 7.45088
H 12.76790 15.81526 7.68480
H 12.93193 17.29304 8.78337
H 12.34729 15.75663 11.32613
H 12.88754 14.65751 10.00886
H 11.07601 13.02288 10.63965
H 10.17329 14.18283 11.48543
H 12.88280 13.17249 12.52395
H 11.44641 12.17245 12.64611
H 14.51976 12.10518 15.28988
H 16.59625 11.17029 14.22836
H 17.62503 12.41660 12.28472
H 16.99082 14.86123 12.00116
H 14.91348 15.68352 12.97168
H 14.25527 15.99607 16.53553
H 14.63669 18.45602 16.54440
H 14.29142 19.72601 14.47712
H 12.61824 18.81473 12.72915
H 11.70237 16.47649 12.96764
H 7.86911 13.26166 13.24051
H 6.26056 14.24531 11.80588
H 6.45267 16.72852 11.21939
H 7.83704 18.12234 12.92088
H 9.38461 17.05907 14.36779
H 7.48868 15.51353 15.77645
H 7.37350 17.41282 17.24327
H 8.85695 17.30858 19.31290
H 10.65774 15.38367 19.39419
H 11.30870 14.49609 17.20770
C 14.44288 16.24113 20.47300
O 13.88085 15.01864 20.87498
C 12.90857 14.21345 20.40265
C 11.86822 13.89318 21.40610
C 11.20307 12.72010 21.37741
C 11.27762 11.80684 20.32808
C 10.89331 10.40738 20.51139
C 10.31282 9.89852 21.79118
O 11.23385 9.57150 19.64569
C 12.21958 12.15766 19.19896
O 12.13514 11.63393 18.04510
C 12.85943 13.46248 19.25104
H 15.16453 16.43828 21.27227
H 13.63207 16.96612 20.47978
H 14.91623 16.22996 19.50617
H 11.70087 14.58189 22.23104
H 10.51352 12.42002 22.17103
H 9.30179 10.39310 21.82104
H 10.79351 10.28582 22.67042
H 10.36136 8.78718 21.81149
H 13.17994 13.75940 18.27186
N 6.65477 7.21786 15.90101
C 8.05617 7.20559 16.25985
C 8.58490 8.58370 16.68422
O 7.72155 9.58324 16.80405
O 9.80547 8.70670 16.96362
H 6.13008 6.57753 16.49811
H 6.43375 7.02272 14.95756
H 6.83519 9.20216 16.62180
H 8.66402 6.89354 15.40804
H 8.34056 6.42809 16.97450
*
```

Computed, not measured: a structure of composition C11H28N4OS2SrTe in a non-equilibrium geometry, with the ωB97M-V functional and the def2-TZVPD basis.

Results
E_HOMO, Ha: -0.158
Energy relative to the best compared isomer or geometry (same formula, charge and spin), kJ/mol: 513.1
Kohn-Sham gap, hartree: 0.145
F_max, eV/Å: 11.3
Lowest unoccupied orbital energy, eV: -0.364
Energy, eV: -49663.2403

The geometry in ORCA input format:
```
! RIJCOSX wB97M-V def2-TZVPD def2/J DEFGRID3
* xyz 0 1
Sr 0.17982 -0.51122 0.01076
N -0.97536 0.79640 -3.01651
C -1.06392 -0.48064 -3.78006
C 0.23202 -1.27381 -3.48017
C -0.00045 -1.80555 -2.05216
N 1.15019 -2.43017 -1.30502
H -1.87572 1.20210 -2.80401
H -0.42139 1.46060 -3.54127
H -1.22231 -0.34849 -4.85248
H -1.92337 -1.02989 -3.41210
H 1.06358 -0.56722 -3.51916
H 0.36556 -2.09787 -4.18046
H -0.82962 -2.48430 -2.22762
H -0.41203 -0.83088 -1.64679
H 1.86571 -2.53176 -2.01476
H 0.89085 -3.37295 -1.04150
Te 2.90702 -0.76406 1.20917
C -4.84364 0.22019 0.11750
C -4.02065 -1.05634 0.21371
S -2.23371 -0.68018 -0.37618
O -1.79634 0.41765 0.53053
C -1.47228 -2.19229 0.48322
C -2.13079 -3.56062 0.05954
H -5.87755 0.00735 0.38591
H -4.83547 0.61873 -0.89692
H -4.44128 0.99106 0.77109
H -4.38384 -1.79757 -0.49443
H -3.96240 -1.44565 1.22744
H -1.72621 -2.02312 1.52223
H -0.38968 -2.32494 0.24774
H -2.64141 -4.01992 0.90178
H -1.36835 -4.25331 -0.28436
H -2.85513 -3.45003 -0.74439
S 0.37845 1.72820 1.71874
C 1.78454 2.50997 2.14247
N 2.62999 3.03396 1.23036
C 3.99920 3.42026 1.55495
C 4.49855 2.61561 2.73947
C 3.53461 2.84048 3.88757
N 2.16497 2.57621 3.44348
H 2.46950 2.65522 0.31183
H 4.02511 4.48961 1.79084
H 4.60779 3.24690 0.66891
H 5.50332 2.93641 3.02024
H 4.50050 1.55521 2.47650
H 3.61396 3.86506 4.26429
H 3.74169 2.15148 4.70601
H 1.59594 1.99412 4.03405
*
```

Computed, not measured: the ion C4H13N2O with charge +1 in a non-equilibrium geometry, with the ωB97M-V functional and the def2-TZVPD basis.

Results
E_HOMO, Ha: -0.505
Energy relative to the best compared isomer or geometry (same formula, charge and spin), kJ/mol: 178.8
Kohn-Sham gap, hartree: 0.384
F_max, eV/Å: 3.2
Lowest unoccupied orbital energy, eV: -3.279
Energy, eV: -9379.7309
Structure (SMILES): N[C@H](CO)CC[NH3+]

The geometry in ORCA input format:
```
! RIJCOSX wB97M-V def2-TZVPD def2/J DEFGRID3
* xyz 1 1
N 0.00776 0.31193 -1.56639
C -0.32365 -0.60460 -0.43555
C -1.82763 -0.85406 -0.60409
O -2.27135 -1.40299 0.68488
C -0.03091 -0.04384 0.95913
C 1.39785 0.45318 1.22447
N 2.10110 1.18853 0.10384
H -0.06652 -0.10729 -2.48367
H -0.47930 1.19904 -1.51935
H 0.18068 -1.55833 -0.63858
H -2.18147 -1.65366 -1.24916
H -2.35407 0.09004 -0.79158
H -3.16087 -1.73915 0.55260
H -0.74529 0.77395 1.16101
H -0.25059 -0.80877 1.70475
H 1.42598 1.15301 2.06458
H 2.05396 -0.38760 1.44425
H 1.61128 0.90728 -0.83060
H 1.83968 2.16893 0.18744
H 3.07337 0.91439 0.03199
*
```

Computed, not measured: a structure of composition C25H22Cl2GaN3O5, with the ωB97M-V functional and the def2-TZVPD basis.

Results
E_HOMO, Ha: -0.494
Energy relative to the best compared isomer or geometry (same formula, charge and spin), kJ/mol: 23.7
Kohn-Sham gap, hartree: 0.270
F_max, eV/Å: 0.4
Lowest unoccupied orbital energy, eV: -6.086
Energy, eV: -118400.6576

The geometry in ORCA input format:
```
! RIJCOSX wB97M-V def2-TZVPD def2/J DEFGRID3
* xyz 2 1
Ga -0.25779 0.90703 -0.00700
O -1.00034 2.07725 1.66453
C -0.61117 3.44131 1.78204
C 0.38498 3.72172 0.69130
C 0.91130 4.99118 0.52565
C 1.85639 5.20807 -0.46158
C 2.25356 4.13793 -1.25514
C 1.67741 2.90702 -1.04213
N 0.75381 2.69862 -0.08792
H -1.59068 1.80867 2.37784
H -0.14355 3.62494 2.75269
H -1.47344 4.10379 1.68311
H 0.58084 5.79668 1.16853
H 2.27865 6.19317 -0.60513
H 2.99627 4.26019 -2.03010
H 1.95739 2.04818 -1.63744
Cl -7.44134 0.14822 0.09497
C -5.72733 0.07680 0.20843
C -5.13534 -0.71978 1.20314
C -3.76854 -0.80656 1.30586
Cl -3.03497 -1.77768 2.52910
C -2.91812 -0.10360 0.42461
O -1.62728 -0.26517 0.51577
C -3.53365 0.72959 -0.54935
C -2.75254 1.55553 -1.38919
O -1.50896 1.72048 -1.34351
C -4.94271 0.79078 -0.65215
H -5.76192 -1.26852 1.89377
H -3.28210 2.13060 -2.15626
H -5.40012 1.40952 -1.41454
O 3.05627 -4.08795 -3.23360
C 2.31642 -3.17833 -4.00609
C 1.72304 -2.14348 -3.10559
C 1.07143 -1.02784 -3.62968
C 0.52811 -0.10264 -2.76959
N 0.61350 -0.23243 -1.43945
C 1.22972 -1.30825 -0.91550
C 1.79818 -2.27443 -1.72250
C 1.28239 -1.35206 0.56308
C 1.59506 -2.49545 1.27051
C 1.64653 -2.44576 2.65991
C 1.94109 -3.68010 3.45266
O 2.26323 -4.72535 2.57173
C 1.41484 -1.22228 3.28511
C 1.08406 -0.13118 2.51503
N 0.99999 -0.19098 1.18175
H 3.42183 -4.76937 -3.80552
H 1.48791 -3.67093 -4.53264
H 2.93584 -2.67849 -4.75994
H 0.98815 -0.88353 -4.69878
H 0.00215 0.77057 -3.13357
H 2.31692 -3.12551 -1.30575
H 1.78668 -3.43167 0.76806
H 1.05273 -3.91814 4.05294
H 2.75495 -3.46070 4.15343
H 2.56739 -5.48791 3.07308
H 1.48577 -1.12823 4.36063
H 0.89709 0.83646 2.96034
*
```